Record 1
Formula: C9H20GeMgN5
Source: OMol25
Level of theory: ωB97M-V/def2-TZVPD

Each line ends with the Löwdin charge.
Atoms and positions in Å:
Mg -0.4496 0.5586 0.3026  0.5358
N 1.6494 -0.0576 -0.0777  -0.0563
C 2.4686 0.7976 0.8273  -0.2825
C 2.4225 0.3780 2.3018  -0.1985
C 1.1308 0.7836 3.0081  -0.2639
N 0.0745 -0.1026 2.4981  -0.0402
H 2.0769 -0.9641 -0.2198  0.0818
H 1.6083 0.4092 -0.9804  0.0691
H 2.0334 1.7974 0.7179  0.0422
H 3.5138 0.8385 0.5086  0.1017
H 3.2719 0.8370 2.8139  0.1042
H 2.5417 -0.7123 2.3958  0.1035
H 0.8855 1.8129 2.7454  0.1035
H 1.2463 0.7242 4.0925  0.1004
H -0.8679 0.1669 2.7661  0.0643
H 0.2240 -1.0517 2.8101  0.0843
C -0.3546 2.3954 -3.1148  -0.2708
Ge -1.0614 3.1166 -1.3989  0.5251
C -3.0095 2.7000 -1.5461  -0.2653
C -1.0297 5.0849 -1.7215  -0.2727
C 0.0066 2.5594 0.0749  -0.4537
H -0.9501 2.7667 -3.9587  0.0018
H -0.3938 1.2980 -3.1347  -0.0124
H 0.6868 2.7020 -3.2635  -0.0025
H -3.5191 3.4155 -2.2054  -0.0016
H -3.4951 2.7358 -0.5639  0.0016
H -3.1621 1.6928 -1.9569  -0.0057
H -1.6124 5.3572 -2.6132  -0.0068
H 0.0054 5.4163 -1.8609  -0.0059
H -1.4462 5.6227 -0.8614  -0.0041
H -0.5315 2.9576 0.9639  -0.1425
N -2.2965 -0.4295 0.7980  0.0409
C -3.3788 -0.6011 0.3533  -0.3788
N -4.5512 -0.9262 -0.0056  0.0583
C -5.4376 -0.3877 -0.8256  -0.4180
N -6.2855 0.0030 -1.5176  0.0635

total energy: -79068.5824 eV
total charge: -1
HOMO: -2.4 eV
strongest force on any atom: 0.96 eV/Å
spin multiplicity: 1
frontier orbital gap: 4.7566 eV
energy relative to the best compared isomer or geometry (same formula, charge and spin): 54.1 kJ/mol
LUMO energy: 2.4 eV

---

Record 2
Formula: C3H5NO
Source: OMol25
Level of theory: ωB97M-V/def2-TZVPD

Each line ends with the Löwdin charge.
Atoms and positions in Å:
C -0.9989 0.9874 -0.0042  -0.0217
O -0.4354 0.3762 -0.9760  -0.0991
C 0.7321 -0.2554 -0.9706  -0.1906
C 1.5941 -0.0896 0.1265  -0.2631
N 2.2552 0.0930 1.0677  0.1503
H -1.9725 1.3998 -0.2258  0.0895
H -0.4765 1.1106 0.9396  0.0855
H -1.1905 -1.3151 0.8079  0.0700
H 1.0044 -0.6987 -1.9131  0.1120
H -0.6176 -1.6701 0.4757  0.0673

total energy: -6725.0621 eV
HOMO (alpha / beta): -8.5 / -8.3 eV
strongest force on any atom: 0.95 eV/Å
spin multiplicity: 1
frontier orbital gap (alpha / beta): 8.3036 / 7.7976 eV
energy relative to the best compared isomer or geometry (same formula, charge and spin): 435.2 kJ/mol
LUMO energy (alpha / beta): -0.2 / -0.5 eV

---

Record 3
Formula: C3H3NS
Source: OMol25
Level of theory: ωB97M-V/def2-TZVPD

Each line ends with the Löwdin charge.
Atoms and positions in Å:
C 1.4416 -0.1120 -0.0719  -0.4109
C -1.2086 0.9056 -0.0428  -0.3545
C 0.5270 -1.1163 -0.0304  -0.4809
N 2.3105 0.6199 0.0549  0.1621
S -1.0969 -0.7069 0.0059  0.9966
H -2.2266 1.1241 0.2725  0.0071
H -0.3843 1.4577 -0.4475  0.0170
H 0.6373 -2.1721 0.2593  0.0635

total energy: -15481.8547 eV
HOMO (alpha / beta): -8.4 / -8.4 eV
strongest force on any atom: 3.71 eV/Å
spin multiplicity: 1
frontier orbital gap (alpha / beta): 7.5611 / 7.5588 eV
energy relative to the best compared isomer or geometry (same formula, charge and spin): 183.6 kJ/mol
LUMO energy (alpha / beta): -0.9 / -0.9 eV

---

Record 4
Formula: C7H33NO12
Source: OMol25
Level of theory: ωB97M-V/def2-TZVPD

Each line ends with the Löwdin charge.
Atoms and positions in Å:
C -1.0219 0.1869 -1.5924  -0.0582
C -0.6826 -1.1270 -1.6291  -0.1159
N 0.5257 -1.1905 -2.2558  0.0438
C 0.8221 0.0093 -2.8301  -0.3008
C -0.0415 0.9478 -2.3013  -0.1913
C 0.0652 2.3926 -2.2113  -0.1190
C -0.8481 3.2009 -1.6592  -0.0194
C 1.9229 0.1308 -3.8163  -0.0207
H -1.8904 0.6552 -1.1573  0.0795
H -1.2798 -1.9535 -1.2745  0.1102
H 1.1250 -1.9459 -2.5156  0.1445
H 0.8782 2.9440 -2.6792  0.1004
H -1.7121 2.9843 -1.0556  0.0390
H -0.6388 4.2570 -1.8225  0.0521
H 1.6432 -0.1693 -4.8476  0.0701
H 2.6604 -0.6155 -3.5178  0.0850
H 2.1695 1.1233 -4.1965  0.0850
H -1.5153 3.2482 1.0912  0.0458
H -0.0766 2.7161 1.0204  0.0600
O -0.9487 2.5457 1.4101  -0.0442
H -4.1353 -1.6707 -1.5499  0.0465
H -3.9722 -0.0701 -1.2140  0.0493
O -4.2483 -0.7683 -1.8432  -0.0495
H -3.4763 -0.5476 -3.7218  -0.0085
H -2.6551 -1.3759 -4.6506  -0.0048
O -2.8093 -0.4863 -4.4021  -0.0520
H -0.0305 -2.3074 -5.0149  0.0468
H -0.4433 -0.8549 -5.0248  0.0531
O -0.5785 -1.6851 -4.5609  -0.0391
H 0.6082 -2.0138 5.1842  0.0699
H -0.5255 -1.2335 4.6598  0.0208
O 0.3770 -1.0921 4.9804  -0.0505
H 1.1534 -3.3543 2.2144  -0.0102
H -0.1012 -3.0970 1.1713  0.0875
O 0.2394 -3.3256 2.0996  -0.0508
H 2.7425 2.2163 2.6198  0.0019
H 2.9460 3.7290 2.4957  0.0445
O 2.2664 3.0568 2.6173  -0.0593
H 3.1344 -0.2909 2.3133  -0.0090
H 3.4942 0.6399 1.0283  0.0528
O 3.8518 0.1865 1.8290  -0.1164
H 2.7453 -1.9230 4.3577  0.1003
H 4.0751 -1.4842 3.5023  0.0655
O 3.1212 -1.6948 3.4259  -0.1089
H -3.3905 0.4473 1.5834  0.0436
H -1.9213 1.0968 1.5480  0.0168
O -2.4688 0.2903 1.4994  -0.0420
H 1.5687 1.3838 3.8861  0.0347
H 1.0622 -0.0896 3.9051  0.0084
O 1.8205 0.4899 3.6227  -0.1148
H -2.1238 -0.8243 2.7520  0.0121
H -1.4578 -2.1758 3.0519  0.0092
O -2.0249 -1.5117 3.4746  -0.0938

total energy: -33852.7956 eV
HOMO: -7.7 eV
strongest force on any atom: 4.42 eV/Å
spin multiplicity: 1
frontier orbital gap: 7.8833 eV
energy relative to the best compared isomer or geometry (same formula, charge and spin): 419.0 kJ/mol
LUMO energy: 0.2 eV

---

Record 5
Formula: C2H8N3O3P
Source: OMol25
Level of theory: ωB97M-V/def2-TZVPD

Each line ends with the Löwdin charge.
Atoms and positions in Å:
C -1.8385 1.2522 -0.0133  -0.0868
O -1.6115 -0.1432 0.1824  -0.1072
C -0.1978 -0.5259 0.1519  -0.6446
N -0.2356 -1.9353 0.3464  0.1139
N 0.7722 0.1114 1.0369  -0.0251
P 2.2616 0.1949 0.0722  0.4760
O 2.6701 1.5426 -0.2810  -0.2939
O 3.0441 -1.0208 0.1255  -0.2808
N 0.5206 -0.2860 -1.1491  0.0921
H -0.9064 1.8205 0.0250  0.0818
H -2.4968 1.6111 0.7775  0.0923
H -2.3129 1.4166 -0.9839  0.0900
H 0.3591 -2.2237 1.1100  0.0908
H -1.1891 -2.2342 0.5098  0.0917
H 0.5005 0.9697 1.4844  0.0815
H 0.4537 -1.0990 -1.7598  0.1207
H 0.2067 0.5490 -1.6349  0.1075

total energy: -22106.6502 eV
HOMO: -10.1 eV
strongest force on any atom: 2.74 eV/Å
spin multiplicity: 1
frontier orbital gap: 10.5171 eV
energy relative to the best compared isomer or geometry (same formula, charge and spin): 0.0 kJ/mol
LUMO energy: 0.4 eV

---

Record 6
Formula: C22H18FeN3O8S
Source: OMol25
Level of theory: ωB97M-V/def2-TZVPD

Each line ends with the Löwdin charge.
Atoms and positions in Å:
Fe -0.6178 0.6253 2.4130  1.0337
O 0.1567 0.5849 -0.1726  -0.0731
C 0.4547 1.8664 -0.7020  -0.2967
C 0.5552 2.9002 0.5415  -0.5552
O 0.9881 4.0204 0.3243  0.0462
O 0.0876 2.4303 1.6176  -0.0675
C -0.7701 2.3286 -1.4787  -0.1114
C -1.8673 1.4787 -1.6054  -0.0112
C -3.0111 1.8911 -2.2735  -0.0888
C -3.0862 3.1617 -2.8205  -0.1096
C -2.0053 4.0198 -2.6818  -0.0849
C -0.8595 3.6108 -2.0188  -0.0188
C 1.7231 1.8314 -1.5412  -0.1016
C 2.3531 2.9952 -1.9839  -0.0254
C 3.5023 2.9356 -2.7568  -0.0822
C 4.0578 1.7125 -3.1018  -0.1073
C 3.4555 0.5516 -2.6498  -0.0855
C 2.2991 0.6064 -1.8845  -0.0184
H 0.9831 0.1586 0.0835  0.0705
H -1.8234 0.4927 -1.1654  0.1047
H -3.8533 1.2151 -2.3600  0.0964
H -3.9815 3.4870 -3.3359  0.0921
H -2.0565 5.0256 -3.0808  0.0975
H -0.0511 4.3114 -1.8870  0.1000
H 1.9795 3.9564 -1.6744  0.0936
H 3.9727 3.8564 -3.0793  0.0979
H 4.9553 1.6693 -3.7066  0.0931
H 3.8867 -0.4142 -2.8837  0.1002
H 1.8645 -0.3299 -1.5643  0.0989
N -0.5969 -1.3519 4.2880  -0.0027
N -0.5403 -0.6951 5.5183  -0.0336
C -0.3274 0.7085 5.4941  -0.7309
O -0.0556 1.2442 6.5587  0.0100
O -0.5089 1.2496 4.3525  -0.1214
H -1.3959 -1.9716 4.2607  0.0895
H 0.2470 -1.8649 4.0642  0.0681
H -0.0833 -1.1663 6.2822  0.1201
O -1.9727 -0.9722 1.4323  -0.0128
C -1.0264 -1.7603 1.2390  -0.5522
N 0.2102 -1.4832 1.6303  -0.1147
S 1.2561 -2.6739 1.2867  0.6458
O 1.7533 -3.2797 2.4969  -0.3045
O 2.2399 -2.2382 0.3306  -0.2960
C 0.0520 -3.7493 0.5160  -0.1956
C 0.1765 -5.0059 -0.0315  -0.0358
C -0.9684 -5.5990 -0.5529  -0.0723
C -2.1924 -4.9385 -0.5095  -0.0709
C -2.3037 -3.6767 0.0592  0.0014
C -1.1625 -3.0868 0.5739  -0.1264
H 1.1340 -5.5092 -0.0530  0.1206
H -0.9047 -6.5830 -0.9982  0.1027
H -3.0701 -5.4175 -0.9239  0.1023
H -3.2518 -3.1585 0.1143  0.1219

total energy: -89183.2204 eV
total charge: -1
HOMO (alpha / beta): -6.0 / -6.0 eV
strongest force on any atom: 1.30 eV/Å
spin multiplicity: 5
frontier orbital gap (alpha / beta): 8.1345 / 8.1293 eV
energy relative to the best compared isomer or geometry (same formula, charge and spin): 49.2 kJ/mol
LUMO energy (alpha / beta): 2.1 / 2.1 eV

---

- Number 2 is which compound?
  C3H5NO

---

- Which value of energy relative to the best compared isomer or geometry (same formula, charge and spin) does entry 4 give?
  419.0 kJ/mol